No. 1
Below is 7 unconnected molecules or ions with the total composition C12H30BF4N2O4, with properties calculated with wB97M-V/def2-TZVPD.

XYZ file:
```
53
Properties=species:S:1:pos:R:3
B -0.407 0.256 0.509
F -1.026 1.334 1.025
F 0.245 0.598 -0.690
F 0.592 -0.260 1.298
F -1.239 -0.869 0.281
C -3.782 0.229 2.341
C -4.862 -0.878 2.583
N -5.660 -1.710 2.757
H -4.235 1.288 2.887
H -2.874 -0.058 2.660
H -3.794 0.506 1.104
C -2.963 0.614 -2.035
C -4.443 0.172 -1.781
N -5.482 -0.155 -1.505
H -2.868 0.944 -3.036
H -2.675 1.439 -1.301
H -2.529 -0.199 -1.884
C 1.905 4.753 1.571
C 1.552 3.262 1.582
O 0.924 2.895 2.982
H 2.247 4.936 0.631
H 2.734 4.700 2.525
H 1.051 5.358 1.665
H 2.386 2.481 1.418
H 0.621 3.030 0.730
H 0.505 2.075 2.844
C 3.110 -2.953 -1.895
C 2.638 -1.952 -0.931
O 1.650 -2.589 -0.006
H 3.611 -3.904 -1.469
H 3.666 -2.296 -2.439
H 2.304 -3.208 -2.758
H 2.404 -1.195 -1.536
H 3.321 -1.507 -0.577
H 0.987 -1.891 0.044
C -2.126 -5.316 1.155
C -1.990 -3.866 0.702
O -2.269 -2.888 1.736
H -1.419 -5.554 2.017
H -1.943 -6.100 0.189
H -3.116 -5.591 1.550
H -2.650 -3.537 -0.127
H -1.154 -3.676 0.404
H -2.134 -2.036 1.176
C 3.906 3.166 -2.552
C 3.201 2.160 -1.808
O 1.873 2.555 -1.625
H 4.812 2.906 -2.712
H 4.001 4.105 -2.013
H 3.403 3.205 -3.559
H 3.597 2.046 -0.668
H 3.089 1.300 -2.209
H 1.301 1.874 -1.252
```

Values from the calculation:
* E_tot: -1309.9788 a.u.
* net charge: -1
* max |F|: 13.111 eV/Å
* E_LUMO: 2.7509 eV

=====

No. 2
Below is a molecular structure, C12H30ClHfI2N2OP2, with properties calculated with wB97M-V/def2-TZVPD.

XYZ file:
```
51
Properties=species:S:1:pos:R:3
I -1.275 2.144 0.611
I -1.379 -1.815 1.584
Hf 0.773 0.079 0.488
P -2.908 0.068 -0.451
C -3.741 0.208 1.208
C -3.783 1.370 -1.397
H -4.811 1.041 -1.583
H -4.642 -1.142 -1.555
H -3.293 1.487 -2.371
H -3.043 -1.572 -2.207
H -3.340 1.099 1.728
H -3.783 2.331 -0.868
C -3.610 -1.403 -1.281
H -4.826 0.297 1.089
H -3.571 -2.281 -0.623
H -3.477 -0.698 1.805
P 3.206 0.041 -0.075
C 4.351 0.124 1.334
C 3.736 -1.430 -1.005
H 3.074 1.394 -2.079
H 4.767 1.308 -1.444
H 3.514 2.361 -0.675
C 3.700 1.402 -1.178
H 3.108 -1.564 -1.893
H 4.795 -1.332 -1.291
H 5.379 0.245 0.967
H 4.256 -0.798 1.926
H 3.592 -2.325 -0.388
H 4.068 0.974 1.971
Cl 0.302 -0.470 -1.770
C 1.488 -2.039 3.592
N 0.702 -1.016 4.304
C -0.285 -1.513 5.289
C -0.676 -0.365 6.185
C -1.196 0.782 5.377
N -0.238 1.107 4.334
C -0.431 2.449 3.787
C 0.427 0.146 3.697
O 0.860 0.342 2.487
H 2.379 -1.649 3.102
H 0.867 -2.558 2.844
H 1.718 -2.775 4.360
H -1.160 -1.931 4.745
H 0.190 -2.336 5.837
H 0.208 -0.022 6.713
H -1.411 -0.669 6.942
H -1.316 1.690 5.970
H -2.165 0.540 4.887
H -1.447 2.527 3.337
H -0.390 3.125 4.648
H 0.351 2.735 3.064
```

Values from the calculation:
* E_tot: -2445.3930 a.u.
* net charge: +3
* max |F|: 4.283 eV/Å
* E_LUMO: -12.9944 eV

=====

No. 3
Below is a molecular structure, C12H30ClMgO6, with properties calculated with wB97M-V/def2-TZVPD.

XYZ file:
```
50
Properties=species:S:1:pos:R:3
Mg -0.266 0.759 -1.092
Cl 1.528 -0.273 -0.327
C 0.433 0.521 5.077
O 0.916 -0.759 5.172
C 1.208 -1.319 3.954
C 2.556 -0.982 3.244
O 3.652 -1.561 3.861
C 3.803 -0.990 5.188
H 1.149 1.334 4.958
H -0.269 0.724 5.886
H -0.241 0.652 4.231
H 0.400 -1.224 3.229
H 1.280 -2.328 4.359
H 2.646 0.104 3.218
H 2.307 -1.254 2.218
H 3.034 -1.324 5.884
H 3.721 0.097 5.225
H 4.835 -1.186 5.478
C -2.033 -0.590 1.116
O -1.427 -0.581 -0.210
C -1.914 -1.782 -0.938
C -0.964 -2.072 -2.144
O -0.721 -0.766 -2.627
C -0.260 -0.994 -4.018
H -1.706 -1.523 1.575
H -3.100 -0.411 1.248
H -1.613 0.141 1.807
H -2.951 -1.707 -1.266
H -1.879 -2.653 -0.284
H -1.615 -2.625 -2.821
H -0.067 -2.606 -1.829
H -0.361 -1.999 -4.430
H 0.791 -0.738 -4.154
H -0.766 -0.325 -4.714
C 1.898 1.675 -3.113
O 0.601 1.755 -2.476
C -0.277 2.873 -2.893
C -1.577 2.300 -3.085
O -1.816 1.355 -2.075
C -3.175 0.925 -2.230
H 2.495 0.870 -2.686
H 2.524 2.551 -2.946
H 1.848 1.562 -4.196
H 0.148 3.258 -3.819
H -0.249 3.721 -2.209
H -1.738 1.911 -4.090
H -2.237 3.166 -3.145
H -3.451 0.314 -1.371
H -3.231 0.323 -3.137
H -3.868 1.679 -2.604
```

Values from the calculation:
* E_tot: -1586.2642 a.u.
* 2S+1: 2
* net charge: +2
* max |F|: 3.879 eV/Å
* E_LUMO (spin up / spin down): -5.1927 / -10.4069 eV